# C2H3N3O

A structure of composition C2H3N3O (the ωB97M-V functional and the def2-TZVPD basis, the Open Molecules 2025 dataset).

Geometry as XYZ:
```
9
C2H3N3O | the Open Molecules 2025 dataset | the ωB97M-V functional and the def2-TZVPD basis
H -1.84714 0.80481 0.91894
C -0.78131 -0.65804 -0.11524
H -1.42494 -1.51708 -0.00408
H 2.36933 -0.49906 -0.21068
N -1.01821 0.54219 0.39257
N -0.12240 1.46579 0.13545
O 1.58490 -0.40864 0.35595
C 0.84306 0.84841 -0.67145
N 0.39670 -0.57838 -0.80148
```

Calculated values
HOMO-LUMO gap, eV: 7.39
Total charge: 0
Relative energy (zero: lowest compared OMol25 entry of this formula, charge and spin), kJ/mol: 688.2

---

# C3N2O3

An isolated molecule of C3N2O3 at a distorted geometry (the ωB97M-V functional and the def2-TZVPD basis, the Open Molecules 2025 dataset).

Geometry as XYZ:
```
8
C3N2O3 | the Open Molecules 2025 dataset | the ωB97M-V functional and the def2-TZVPD basis
O 1.27936 1.13125 0.03448
O 2.61293 -0.81243 -0.26450
N -3.12264 -0.30619 -0.24946
C 1.62516 -0.19615 0.01013
C -0.58958 0.11500 0.20047
O 0.31412 -0.85599 0.29099
C -1.95023 -0.40620 0.04198
N -0.16913 1.33072 -0.06409
```

Calculated values
HOMO-LUMO gap, eV: 10.64
Total charge: 0
Relative energy (zero: lowest compared OMol25 entry of this formula, charge and spin), kJ/mol: 289.8

---

# C2H8N2O2

A cluster of 3 separate species, C2H8N2O2 in total at a distorted geometry (the ωB97M-V functional and the def2-TZVPD basis, the Open Molecules 2025 dataset).

Geometry as XYZ:
```
14
C2H8N2O2 | the Open Molecules 2025 dataset | the ωB97M-V functional and the def2-TZVPD basis
H -1.41449 2.07091 -2.55882
H -0.79810 0.00795 -0.91946
O 0.95302 -1.05825 1.52124
N 1.43970 -1.09435 -0.78968
H -1.68987 1.35800 0.32149
N -0.67980 -0.41475 0.02152
H 1.57637 2.08777 0.02475
H -0.57754 1.00319 1.60686
C -1.27777 0.54062 0.90927
C 0.71897 -0.89003 0.39143
O -0.97400 1.92767 -1.69901
H 2.18209 1.66748 0.12892
H -2.09118 0.06417 1.48572
H 1.13837 -2.07099 -0.98636
```

Calculated values
HOMO-LUMO gap (alpha / beta), eV: 9.77 / 7.36
Total charge: +1
Multiplicity: 2
Relative energy (zero: lowest compared OMol25 entry of this formula, charge and spin), kJ/mol: 649.1

---

# C24H38I2O27S6

A cluster of 7 separate species, C24H38I2O27S6 in total at a distorted geometry (the ωB97M-V functional and the def2-TZVPD basis, the Open Molecules 2025 dataset).

Geometry as XYZ:
```
97
C24H38I2O27S6 | the Open Molecules 2025 dataset | the ωB97M-V functional and the def2-TZVPD basis
H -3.74807 -4.07831 7.87481
O -1.02579 -1.46879 4.18709
H 8.48164 -4.18570 -1.73547
O -3.59015 -1.73773 1.47152
O 8.39354 -3.28360 1.48038
H 1.16454 -1.13077 -0.64844
O 8.05366 -0.91352 0.84055
H -2.59179 0.73733 -1.70187
H -2.81508 -4.18820 6.33950
S 3.11614 -1.12901 -3.43307
H -3.66181 5.81333 -0.35376
H 0.72845 -0.14525 -9.95216
C 0.13748 -2.11806 4.34624
H 2.08328 0.48259 8.36345
O -1.30012 1.58136 -4.08074
S -2.42292 2.28204 -4.58998
H 3.25873 0.49844 -10.62575
C -4.54083 1.24086 -5.36556
H -0.25916 -1.95765 6.94975
O -4.00973 7.72596 -1.02372
H -5.15541 0.35381 -5.24308
C -2.17516 -2.15540 4.72837
C 3.29973 -0.88429 -0.95942
C -2.88893 -2.19093 7.21196
H -3.07143 0.11446 -6.49368
H -0.81437 -1.27201 -1.72666
H 1.51997 -1.99099 8.54664
S -2.43179 -0.94520 1.25179
C -2.56495 -1.48595 6.04793
O -1.48102 -1.68771 0.19865
C -2.04239 0.30194 -0.87256
H -2.53636 -1.68594 -1.56522
H 6.75720 -1.66311 -1.99939
H 2.01840 -2.61800 -1.11844
C -2.55183 -0.08581 6.03822
C -3.93153 5.92704 -2.50021
H 3.19871 0.19522 -0.82958
O 3.36526 -2.32742 -4.15200
H 6.22437 -3.35251 -2.13132
H 3.01050 -0.92421 -9.58682
O -3.74142 1.46182 -4.19297
O 0.48043 -3.01131 3.62489
O 3.14288 0.13966 -4.05436
C -1.70070 -1.14978 -1.11021
H -1.14652 0.89578 -0.67840
S 2.60297 0.93703 -7.31603
O -5.30828 6.33529 -2.49492
O -5.62643 8.77927 -2.53378
H -3.43868 6.38933 -3.35681
H -3.43662 -1.96938 9.27861
C -3.37642 6.45042 -1.19391
C -3.18832 -1.44769 8.36053
H 8.77535 -2.78081 -2.78469
O -6.42061 7.43409 -0.61009
H -1.98622 -3.21925 4.84695
O 2.93173 -0.04946 -6.35733
C 1.41765 0.54025 -9.46642
O 1.23575 0.50514 -8.04736
C 0.75733 -2.16659 6.60420
H -3.85801 4.84829 -2.58327
H 3.78967 -1.30801 -0.08694
O 9.06805 -2.47722 -0.74965
O 4.07834 -1.12176 -2.14291
O 1.72445 -1.27206 -2.64372
C -3.52874 1.10565 -6.48372
C -2.90156 -3.69818 7.30512
S 8.09693 -2.29290 0.51106
O -2.64466 3.65751 -4.31391
O 2.52820 2.31332 -6.98107
H -2.00327 -4.00094 7.85491
C 1.29934 -0.01722 7.79718
O -2.51150 2.06742 -6.16785
C 1.68506 -1.48313 7.59789
H -2.28435 0.42581 5.12141
C 6.92605 -2.68096 -1.64467
C 1.96875 -1.53609 -1.25755
O -1.63015 -0.49809 2.32962
C 2.86754 0.15520 -9.67156
O 0.98038 -1.64882 5.32394
H -5.18368 2.11129 -5.50995
H -3.37093 0.48882 9.25616
S -5.48429 7.68190 -1.64712
O 6.73150 -2.69787 -0.22266
I 3.76010 -1.76617 7.14772
I 1.00491 -4.31763 6.74326
H -2.29612 6.56197 -1.21197
H 1.06782 0.49981 6.86764
H -3.95517 1.31752 -7.46017
O 3.56485 0.78862 -8.59571
O -2.84499 0.29508 0.31770
H 1.22334 1.55825 -9.81204
H -3.00564 -1.97283 4.04553
H -2.79529 1.71545 7.13792
C 8.36598 -3.10422 -1.83162
H 0.40077 0.00775 8.42344
C -3.16130 -0.06285 8.34609
C -2.84724 0.63515 7.18559
```

Calculated values
HOMO-LUMO gap, eV: 8.91
Total charge: 0

---

# C4H17NO7

A cluster of 5 separate species, C4H17NO7 in total at a distorted geometry (the ωB97M-V functional and the def2-TZVPD basis, the Open Molecules 2025 dataset).

Geometry as XYZ:
```
29
C4H17NO7 | the Open Molecules 2025 dataset | the ωB97M-V functional and the def2-TZVPD basis
H -1.01548 -2.81296 0.88093
C 0.76556 -0.18789 -2.08066
H 0.97089 -0.81277 -3.01413
H -0.85870 1.97098 -1.75311
H -2.87888 -0.80270 -0.11556
N -1.05409 -0.59357 0.97476
H -1.03012 -0.12630 1.91979
C 0.06351 -0.35186 0.19172
H 2.24712 -1.39132 1.81764
H 1.13291 2.47252 -1.68103
H 0.55260 1.65109 1.94134
C -0.00228 -1.03522 -1.15913
H -1.04674 -1.24433 -1.60457
H 3.15028 -0.85071 2.94495
O 2.10661 0.13236 -1.69221
O 0.42932 2.74427 -1.16278
H -2.18316 1.75796 -2.51396
O -0.08077 1.69753 2.70596
H 2.21064 0.14794 -0.67055
O -1.61392 1.36076 -1.93843
O 1.01545 0.28673 0.59498
C -2.32263 -1.32005 0.71289
H 0.46852 0.83179 -2.25778
O -1.99350 -2.67278 0.60303
O 2.53777 -1.56189 2.75706
H 0.47841 -2.02341 -1.20052
H 0.45384 2.42450 -0.22902
H 0.47590 1.42920 3.42329
H -2.97907 -1.11986 1.60510
```

Calculated values
HOMO-LUMO gap, eV: 10.06
Total charge: 0
Relative energy (zero: lowest compared OMol25 entry of this formula, charge and spin), kJ/mol: 143.7

---

# C18H19IN2SZr

A structure of composition C18H19IN2SZr at a distorted geometry (the ωB97M-V functional and the def2-TZVPD basis, the Open Molecules 2025 dataset).

Geometry as XYZ:
```
42
C18H19IN2SZr | the Open Molecules 2025 dataset | the ωB97M-V functional and the def2-TZVPD basis
C -0.10548 1.51257 2.73719
C 2.28991 0.82423 -3.69800
H 1.86092 -2.46123 2.09636
H -0.73728 -1.69585 1.32665
H 2.36442 -1.21885 0.94963
H 0.61153 3.10026 1.47264
Zr 0.62445 -0.71897 0.14872
S -0.96048 0.70260 1.45809
C -3.84460 -1.05211 -2.50353
C -0.15660 0.99176 4.04432
I 2.81889 1.03739 0.78179
H -4.71713 -1.85978 -0.66904
C 0.63817 2.67988 2.47440
N -1.48434 -0.98317 -1.01039
C -1.46475 -0.58805 -2.31612
H -0.80377 0.13348 4.23103
H 2.08576 4.07464 3.22381
C 1.45790 2.66005 4.74630
C -2.63716 -1.44036 -0.46900
H 2.21043 -2.96260 0.35351
H -0.45929 -2.91671 -0.11937
C 2.15773 0.09285 -2.52230
C 0.63532 1.56059 5.03792
H -2.58411 -1.79238 0.56340
H -0.16547 -3.34402 1.61956
C 1.44909 3.22210 3.46563
H -0.97036 0.64906 -4.67523
H -4.76382 -1.07524 -3.08564
C 1.78314 -2.22165 1.03572
H 3.01504 -0.12214 -1.87975
C -3.83084 -1.48239 -1.17572
H 2.10035 3.08642 5.51849
C 1.16506 1.02105 -4.50277
C -2.65531 -0.60274 -3.06772
C -0.14224 -2.54125 0.86896
H 1.23647 1.56130 -5.44309
C -0.06196 0.51733 -4.08501
H 3.26694 1.23263 -3.96146
C -0.17036 -0.13677 -2.85008
N 0.94547 -0.32322 -2.06429
H 0.60764 1.14477 6.04666
H -2.60927 -0.26548 -4.10226
```

Calculated values
HOMO-LUMO gap, eV: 5.93
Total charge: +2
Relative energy (zero: lowest compared OMol25 entry of this formula, charge and spin), kJ/mol: 217.3

---

# C4H9O2

A cluster of 2 separate species, C4H9O2 in total at a distorted geometry (the ωB97M-V functional and the def2-TZVPD basis, the Open Molecules 2025 dataset).

Geometry as XYZ:
```
15
C4H9O2 | the Open Molecules 2025 dataset | the ωB97M-V functional and the def2-TZVPD basis
H -0.54383 -0.30899 0.22243
H -2.47222 2.14937 -0.98918
H -0.50239 1.12225 -2.23160
H -1.43245 2.36744 0.41113
H 0.44103 1.26332 -0.73288
C -0.59014 1.13055 -1.13514
C -1.40840 2.31258 -0.68025
O -1.14472 -0.05542 -0.66936
O 0.58339 -0.66446 1.01208
H -1.01149 3.30430 -1.14184
C 0.97589 -1.88976 0.80991
H 2.04336 -3.65037 1.28885
H 0.48535 -2.43219 0.03971
C 1.96903 -2.61822 1.53590
H 2.60760 -2.03039 2.26022
```

Calculated values
HOMO-LUMO gap (alpha / beta), eV: 9.64 / 6.18
Total charge: 0
Multiplicity: 2
Relative energy (zero: lowest compared OMol25 entry of this formula, charge and spin), kJ/mol: 108.6

---

# C3H9N3O

A cluster of 2 separate species, C3H9N3O in total at a distorted geometry (the ωB97M-V functional and the def2-TZVPD basis, the Open Molecules 2025 dataset).

Geometry as XYZ:
```
16
C3H9N3O | the Open Molecules 2025 dataset | the ωB97M-V functional and the def2-TZVPD basis
H -1.40058 -3.19697 0.54654
H -0.92009 1.70657 0.33513
H -0.68065 -1.78231 -0.30127
N 1.92328 1.63795 0.74262
H -2.46594 -1.85832 0.06379
C 0.07840 -0.52545 -1.32862
H -1.33912 -1.65359 1.41055
O 2.10853 -0.60782 0.49827
H 1.45734 2.47222 0.42478
C -1.48322 -2.12107 0.44323
N 0.40519 0.50191 -0.60318
C 1.56878 0.43368 0.24578
H 2.76293 1.69139 1.29213
N -0.32180 1.75010 -0.48756
H -0.90366 1.85822 -1.31394
H -0.78942 -0.30652 -1.96827
```

Calculated values
HOMO-LUMO gap, eV: 9.09
Total charge: 0
Relative energy (zero: lowest compared OMol25 entry of this formula, charge and spin), kJ/mol: 357.7

---

# C3H13N4

A cluster of 3 separate species, C3H13N4 in total at a distorted geometry (the ωB97M-V functional and the def2-TZVPD basis, the Open Molecules 2025 dataset).

Geometry as XYZ:
```
20
C3H13N4 | the Open Molecules 2025 dataset | the ωB97M-V functional and the def2-TZVPD basis
H -3.26092 -0.57112 -0.73794
H -1.35377 -0.20992 0.34297
N -0.42565 0.20233 0.73396
N 2.29432 -0.29621 -0.26510
C 0.11676 -0.64147 1.76622
H 0.70009 -1.40866 1.17638
H -0.97733 1.54361 -1.53272
H -2.09306 -1.22795 -1.46186
H -2.75484 -1.95124 -0.36797
H 2.30715 -0.60628 -1.29324
C 3.43384 0.05676 0.14202
H 3.44554 0.32481 1.18561
H 0.44578 2.61227 -1.13461
N 0.11655 1.16515 0.29912
H -0.79490 2.76328 -0.12546
C -0.38511 2.02550 -0.73610
H 0.81738 -0.13305 2.45434
H -0.72537 -1.16357 2.27878
N -2.43333 -1.05687 -0.53567
H 4.31164 0.01334 -0.51117
```

Calculated values
HOMO-LUMO gap, eV: 9.74
Total charge: +1
Relative energy (zero: lowest compared OMol25 entry of this formula, charge and spin), kJ/mol: 424.9

---

# C9H9N2O4

The ion C9H9N2O4 with charge -1 at a distorted geometry (the ωB97M-V functional and the def2-TZVPD basis, the Open Molecules 2025 dataset).

Geometry as XYZ:
```
24
C9H9N2O4 | the Open Molecules 2025 dataset | the ωB97M-V functional and the def2-TZVPD basis
O 1.38913 0.96792 1.05954
H 2.23726 -2.54379 0.52217
C 0.22605 -1.80482 1.01179
O -1.09650 -3.57026 -0.57114
C -0.84869 1.64540 1.46601
H 1.85239 -2.29039 2.18136
H 2.09425 -0.91643 1.10021
O -0.88402 -2.42333 -2.46311
H -1.27418 1.30431 2.36458
C -0.15588 0.60656 -1.85613
C -0.16964 2.07979 -1.69624
C 0.01900 -0.27885 -0.89180
C -1.20442 2.65488 0.56574
H -0.50895 3.92053 -0.97377
H -0.44897 -2.58232 1.48097
C -0.62640 2.88338 -0.73538
H 0.24411 2.65597 -2.49959
C -0.78415 -2.64336 -1.31479
N 0.16687 0.62157 0.87281
C 1.71648 -1.94677 1.19053
H 0.17374 0.27213 -2.82946
O -0.24707 -0.66398 1.59368
N -0.10763 -1.48448 -0.50687
H -1.76280 3.53635 0.92889
```

Calculated values
HOMO-LUMO gap, eV: 7.88
Total charge: -1
Relative energy (zero: lowest compared OMol25 entry of this formula, charge and spin), kJ/mol: 321.4

---

# C10H23O3P

An isolated molecule of C10H23O3P (the ωB97M-V functional and the def2-TZVPD basis, the Open Molecules 2025 dataset).

Geometry as XYZ:
```
37
C10H23O3P | the Open Molecules 2025 dataset | the ωB97M-V functional and the def2-TZVPD basis
H 0.97900 -0.80404 -0.21852
H -0.66242 1.87316 1.12935
H 3.32456 -2.52700 -1.03454
C -1.94125 1.05117 -0.44424
C 3.46704 -0.08472 1.15732
H 4.80003 1.59802 1.48582
C 1.66929 -1.18823 -0.97487
H 4.15128 1.45135 -0.15814
O 0.99499 -2.15220 -1.78532
C 2.85735 -1.85841 -0.31266
H 2.54318 -2.47419 0.53534
H -2.22665 0.41505 2.13870
H -3.84544 0.12444 -0.09253
H 0.14026 1.63110 -0.41666
H -2.95625 -1.29263 -1.73780
C -2.58851 -0.43762 1.56976
H -3.68700 2.27509 0.09652
H 3.12100 2.06208 1.12308
P -0.52179 -1.83748 -2.23836
C 3.91809 1.35699 0.90034
C -0.59475 1.20864 0.27030
H -1.72343 0.84057 -1.49271
H -0.32017 -0.42646 -2.40747
C -2.79937 -0.12862 0.08297
C -2.73526 2.38484 -0.41888
H 2.38640 -0.10246 1.31219
H -2.17057 3.15198 0.10878
H -1.86539 -1.24241 1.69897
H -3.11192 -2.20747 -0.23413
C -2.56695 -1.39534 -0.72050
O -1.18743 -1.78656 -0.73711
H -2.90826 2.74794 -1.42907
H -0.19857 0.25411 0.61610
O 3.83905 -0.92378 0.07660
H 3.92378 -0.45453 2.07807
H 2.01210 -0.33577 -1.56489
H -3.51603 -0.76662 2.03816
```

Calculated values
HOMO-LUMO gap, eV: 9.89
Total charge: 0
Relative energy (zero: lowest compared OMol25 entry of this formula, charge and spin), kJ/mol: 58.7

---

# C6H16N2

A cluster of 2 separate species, C6H16N2 in total at a distorted geometry (the ωB97M-V functional and the def2-TZVPD basis, the Open Molecules 2025 dataset).

Geometry as XYZ:
```
24
C6H16N2 | the Open Molecules 2025 dataset | the ωB97M-V functional and the def2-TZVPD basis
N -1.74882 0.22722 1.45247
H 1.86002 -0.66308 1.13091
H -0.53279 -0.95129 1.48425
C -2.03829 0.73127 0.13989
C -0.99568 1.70353 -0.47106
H 0.43577 2.88380 -2.69959
H 0.66459 -0.88834 -0.81632
C 1.48858 -1.68701 1.01900
H 1.43473 1.48400 -2.71142
C 1.21771 -1.76468 -0.47376
H -2.04033 -0.14288 -0.51241
H 0.35424 -1.68536 2.89451
H -0.19647 1.92387 0.23935
H 1.31476 2.34557 -1.24823
C 0.70286 2.02484 -2.09512
H 2.24544 -2.41592 1.31037
H 0.57615 -2.58372 -0.79654
H -0.24177 -2.81962 1.60049
H 2.15364 -1.82063 -1.04915
C 0.18919 -1.83842 1.82329
H -1.81478 0.98154 2.13749
N -0.39704 1.20114 -1.68865
H -3.05996 1.15192 0.07807
H -1.57173 2.60224 -0.74783
```

Calculated values
HOMO-LUMO gap (alpha / beta), eV: 5.64 / 5.22
Total charge: -1
Multiplicity: 2
Relative energy (zero: lowest compared OMol25 entry of this formula, charge and spin), kJ/mol: 202.7

---

| no. | M (g mol⁻¹) |
| --- | --- |
| 1 | 85.066 |
| 2 | 112.044 |
| 3 | 92.098 |
| 4 | 1204.751 |
| 5 | 191.180 |
| 6 | 513.559 |
| 7 | 89.114 |
| 8 | 103.125 |
| 9 | 105.165 |
| 10 | 209.181 |
| 11 | 222.265 |
| 12 | 116.208 |